{
  "formula": "C4H5NO2",
  "method": "ωB97M-V/def2-TZVPD",
  "species": ["C", "C", "C", "O", "C", "O", "N", "H", "H", "H", "H", "H"],
  "coordinates": [[-1.937737, 0.382633, 0.189619], [-0.488248, -0.025894, 0.044006], [0.014601, -1.191028, -0.438218], [1.390414, -1.108559, -0.371820], [1.646863, 0.105766, 0.150190], [2.949647, 0.407884, 0.308768], [0.600714, 0.817326, 0.440259], [-2.153899, 0.601063, 1.239882], [-2.128281, 1.295449, -0.383330], [-2.680336, -0.364808, -0.141466], [-0.376958, -2.129844, -0.844498], [3.163217, 1.210013, -0.193390]],
  "atomic_forces_ev_per_a": [[0.22, 0.15, 0.08], [0.07, -0.25, -0.07], [0.03, 0.34, 0.18], [0.36, 0.14, 0.08], [-0.75, 0.14, -0.05], [-0.35, -0.04, -0.30], [-0.33, -1.09, -0.59], [0.05, 0.04, -0.12], [0.06, -0.06, 0.11], [0.70, 0.08, 0.04], [0.11, 0.70, 0.33], [-0.18, -0.15, 0.31]],
  "orbital_gap_ev": 9.74,
  "smiles": "Cc1coc(O)n1",
  "e_lumo_ev": 0.70,
  "energy_ha": -360.6441,
  "de_lowest_kcal_mol": 15.9
}

{
  "formula": "CH2Cl2FN",
  "method": "ωB97M-V/def2-TZVPD",
  "species": ["F", "C", "N", "Cl", "Cl", "H", "H"],
  "coordinates": [[-1.139262, 1.294040, 0.192750], [-0.084427, 0.521411, -0.300284], [-0.300100, -0.827355, 0.158311], [0.642544, -1.913150, -0.801684], [0.365847, -0.755047, 1.986826], [0.831120, 0.902564, 0.144443], [-0.315723, 0.777536, -1.380363]],
  "atomic_forces_ev_per_a": [[0.15, -0.22, 0.97], [-1.28, 2.04, -0.80], [0.24, -0.54, 1.49], [-0.01, 0.37, 0.45], [-0.67, -0.38, -2.22], [0.20, 0.31, -0.60], [1.37, -1.59, 0.72]],
  "orbital_gap_ev": 9.39,
  "smiles": "FCN(Cl)Cl",
  "e_lumo_ev": -1.20,
  "energy_ha": -1114.1995,
  "de_lowest_kcal_mol": 61.9
}

{
  "formula": "C12H31NO8S2",
  "method": "ωB97M-V/def2-TZVPD",
  "species": ["C", "C", "O", "S", "C", "O", "O", "H", "H", "H", "H", "H", "H", "H", "H", "C", "C", "O", "S", "C", "O", "O", "H", "H", "H", "H", "H", "H", "H", "H", "C", "C", "N", "H", "H", "H", "C", "C", "O", "H", "H", "H", "H", "H", "H", "C", "C", "O", "H", "H", "H", "H", "H", "H"],
  "coordinates": [[-1.284592, 6.221412, -8.954172], [-0.091781, 5.586989, -8.173075], [0.051911, 4.237802, -8.649335], [-0.554024, 2.957189, -7.793423], [0.800718, 2.794403, -6.539114], [-1.778322, 3.467072, -7.198661], [-0.601424, 1.787979, -8.647961], [-1.565795, 7.209877, -8.590905], [-2.213078, 5.658793, -8.856804], [-1.051005, 6.298664, -10.016049], [0.760532, 6.227966, -8.398474], [-0.295393, 5.714079, -7.109825], [1.362727, 1.889896, -6.771751], [0.420478, 2.672208, -5.524920], [1.590762, 3.532941, -6.675089], [-2.939001, -2.941861, 5.747433], [-3.687407, -3.469513, 6.921356], [-3.094565, -3.047261, 8.146945], [-3.707490, -1.716997, 8.930618], [-5.304607, -2.522977, 9.574585], [-2.885415, -1.381407, 10.117835], [-4.007594, -0.702468, 7.871707], [-3.529924, -3.060419, 4.839220], [-2.079380, -3.602931, 5.637459], [-2.506715, -1.942129, 5.789372], [-4.710373, -3.098934, 6.987176], [-3.812113, -4.548323, 6.828092], [-6.138968, -2.392437, 8.885438], [-5.501287, -2.017422, 10.520009], [-5.176975, -3.585771, 9.780127], [1.728334, 1.832637, 2.002129], [1.121861, 0.801129, 1.103265], [0.659275, 0.035212, 0.393565], [2.798481, 1.681461, 2.143680], [1.157207, 1.674033, 2.916884], [1.541086, 2.837553, 1.623736], [10.009519, 0.773079, 2.997871], [8.912255, -0.239626, 3.186456], [9.516094, -1.496131, 3.189459], [9.583403, 1.774022, 2.929695], [10.617172, 0.523464, 2.128079], [10.681138, 0.644247, 3.846647], [8.165178, -0.224367, 2.392894], [8.435380, -0.126926, 4.160102], [10.226020, -1.500687, 2.543258], [-3.572705, -4.184752, -4.915445], [-3.840355, -3.624712, -3.546589], [-2.911251, -4.320790, -2.723350], [-4.361939, -3.871895, -5.599070], [-3.590835, -5.272790, -4.852768], [-2.597095, -3.932964, -5.331265], [-4.884768, -3.799066, -3.287946], [-3.604253, -2.565005, -3.449755], [-2.259102, -3.643544, -2.529346]],
  "atomic_forces_ev_per_a": [[-0.01, -0.20, 0.26], [-2.22, 1.30, -0.69], [0.47, -1.39, 0.33], [-0.23, 1.45, 0.02], [0.09, -0.93, -0.70], [1.33, -0.87, -0.14], [0.48, 1.72, 0.95], [0.47, 0.19, 0.11], [0.25, -0.41, 0.08], [0.08, -0.03, 0.04], [0.55, -0.82, -0.15], [0.09, -0.72, 0.13], [-0.47, -0.35, -0.21], [-0.17, 0.45, -0.22], [-0.70, 0.61, 0.19], [1.00, -0.60, -0.88], [-1.71, 1.40, 0.08], [0.93, 0.70, 2.02], [-0.70, 0.39, -0.71], [0.78, 0.83, -0.06], [-1.61, -1.09, -3.15], [0.69, -2.35, 2.85], [-0.05, 0.12, -0.02], [0.21, 0.00, -0.25], [-0.63, 0.10, 0.39], [-0.23, 0.13, -0.56], [0.56, -0.12, 0.69], [0.30, 0.24, -0.09], [-0.03, 0.10, -0.15], [0.50, 0.16, -0.17], [-0.98, -0.95, -0.43], [1.11, 1.33, 0.41], [-0.32, -0.50, -0.32], [-0.21, -0.14, 0.02], [0.43, 0.41, 0.36], [-0.04, -0.16, -0.04], [-0.22, 0.17, 0.36], [0.27, 0.05, -0.31], [0.19, -1.51, 0.35], [0.43, 0.15, -0.01], [-0.22, 0.24, -0.35], [-0.01, 0.48, 0.13], [-0.26, 0.37, -0.02], [-0.16, 0.11, -0.09], [-0.02, -0.06, -0.07], [-0.66, 0.07, -0.87], [0.90, -0.35, -0.63], [-0.09, 0.32, 1.07], [0.09, 0.00, -0.33], [-0.16, -0.02, 0.07], [-0.03, 0.29, 0.15], [0.11, -0.11, 0.45], [-0.44, 0.20, -0.30], [0.29, -0.40, 0.40]],
  "orbital_gap_ev": 10.50,
  "smiles": "CCOS(C)(=O)=O.CCOS(C)(=O)=O.CC#N.CCO.CCO",
  "e_lumo_ev": 0.45,
  "energy_ha": -1928.7248
}

{
  "formula": "C2H3F2N",
  "method": "ωB97M-V/def2-TZVPD",
  "species": ["C", "C", "N", "F", "F", "H", "H", "H"],
  "coordinates": [[-0.138541, 0.001094, 1.538018], [0.451705, 0.767999, -1.800591], [-0.388021, -0.113933, 0.346974], [0.134915, -0.208911, -2.628728], [-1.363752, -0.817019, -0.186489], [0.696333, 0.595386, 1.763597], [-0.726946, -0.583267, 2.286713], [1.334308, 0.358651, -1.319494]],
  "atomic_forces_ev_per_a": [[-2.36, -2.48, 2.72], [-0.50, 0.42, -0.24], [2.71, 2.50, -3.99], [-0.25, -0.13, -0.02], [-1.89, -1.58, 0.91], [0.89, 0.71, 0.40], [0.51, 0.72, -0.21], [0.88, -0.16, 0.42]],
  "orbital_gap_ev": 9.67,
  "e_lumo_ev": 0.78,
  "energy_ha": -332.2506,
  "de_lowest_kcal_mol": 130.1
}

{
  "formula": "CH5IN2",
  "method": "ωB97M-V/def2-TZVPD",
  "species": ["C", "N", "N", "I", "H", "H", "H", "H", "H"],
  "coordinates": [[0.253892, 0.767406, 0.728139], [-0.779736, -1.197247, -0.508601], [0.232958, 0.281213, -0.699591], [2.121945, -0.101250, -1.284370], [0.961104, 1.495451, 0.611853], [-0.761013, 0.935321, 0.858491], [0.625329, -0.016187, 1.386855], [-1.387203, -1.104150, 0.269790], [-1.267276, -1.060557, -1.362566]],
  "atomic_forces_ev_per_a": [[0.49, -3.34, -2.25], [4.12, 1.65, -1.47], [-3.23, -2.59, 1.72], [0.43, -0.69, -0.29], [1.21, 2.76, 0.84], [-1.63, 1.27, 1.01], [-0.01, 0.04, 0.26], [-0.57, 0.90, 0.85], [-0.80, 0.01, -0.66]],
  "orbital_gap_ev": 8.88,
  "e_lumo_ev": 0.01,
  "energy_ha": -448.1741,
  "de_lowest_kcal_mol": 49.4
}